[1]
{
  "formula": "C4H7FOS",
  "method": "wB97M-V/def2-TZVPD",
  "charge": 0,
  "homo_lumo_gap_ev": 10.806,
  "homo_energy_ev": -10.021,
  "species": ["S", "F", "O", "C", "C", "C", "C", "H", "H", "H", "H", "H", "H", "H"],
  "xyz": [[0.164, -0.494, -2.187], [1.581, -1.216, -1.583], [-0.483, -1.359, -3.210], [-0.307, 1.714, 0.464], [-0.897, -0.690, -0.750], [0.820, -0.184, 1.607], [-0.100, 0.386, 0.545], [1.329, -0.887, 0.991], [0.105, 2.510, 1.169], [-1.128, -1.626, -0.275], [-0.946, 2.095, -0.238], [0.336, -0.855, 2.349], [-1.804, 0.022, -0.863], [1.330, 0.584, 1.979]],
  "atomic_forces_ev_per_a": [[-0.84, -1.55, -0.88], [-1.55, 0.25, -0.33], [1.41, 0.99, 1.38], [1.36, -1.00, 1.95], [0.93, 4.88, 3.45], [-3.68, -3.79, -2.56], [-1.37, -0.04, -1.01], [1.69, -0.49, 0.00], [-0.33, -1.55, -0.80], [0.09, -0.57, -0.44], [-1.45, 0.98, -1.90], [-0.05, 0.87, -0.22], [1.33, -1.65, -0.43], [2.46, 2.67, 1.80]],
  "nbo_charge": [1.546, -0.527, -0.879, -0.452, -0.688, -0.665, 0.081, 0.232, 0.211, 0.254, 0.188, 0.220, 0.261, 0.218]
}



[2]
{
  "formula": "C4H7FS",
  "method": "wB97M-V/def2-TZVPD",
  "charge": 0,
  "homo_lumo_gap_ev": 9.597,
  "homo_energy_ev": -8.934,
  "species": ["S", "F", "C", "C", "C", "C", "H", "H", "H", "H", "H", "H", "H"],
  "xyz": [[0.277, 1.507, -0.572], [-0.536, -2.309, 0.329], [1.199, -0.996, -0.886], [-0.964, 1.724, 0.681], [-0.199, -1.162, -0.480], [0.492, -0.086, 0.169], [-1.368, 0.362, 1.053], [2.024, -1.752, -0.541], [-0.229, 2.039, 1.710], [1.438, -0.490, -1.832], [-0.980, -1.064, -1.266], [-1.854, 2.534, 0.343], [0.700, -0.308, 1.292]],
  "atomic_forces_ev_per_a": [[-0.61, -0.58, 0.81], [0.71, 1.53, -0.85], [2.67, -1.32, 1.31], [-1.32, -0.08, 3.49], [-2.44, -2.89, -1.34], [3.00, -0.76, 0.48], [0.38, 4.77, -1.27], [-1.91, 1.48, -0.59], [-2.96, -0.54, -2.78], [-0.31, -0.47, 0.44], [0.44, 0.28, 0.94], [2.45, -2.39, 1.45], [-0.08, 0.96, -2.11]],
  "nbo_charge": [0.270, -0.372, -0.463, -0.818, 0.152, -0.434, 0.241, 0.241, 0.229, 0.233, 0.201, 0.254, 0.265]
}



[3]
{
  "formula": "C4H7FS",
  "method": "wB97M-V/def2-TZVPD",
  "charge": 0,
  "homo_lumo_gap_ev": 9.435,
  "homo_energy_ev": -9.011,
  "species": ["S", "F", "C", "C", "C", "C", "H", "H", "H", "H", "H", "H", "H"],
  "xyz": [[-3.022, -0.033, -0.378], [-0.017, 1.918, -0.415], [2.298, -0.242, -0.346], [-1.611, 0.495, 0.635], [-0.116, 0.700, 0.204], [0.884, -0.320, 0.158], [0.481, -1.366, 0.288], [3.005, 0.170, 0.532], [2.091, 0.394, -1.493], [-1.768, -0.376, 1.285], [-2.072, 1.481, 1.089], [2.295, -1.781, -0.443], [-2.447, -1.040, -1.117]],
  "atomic_forces_ev_per_a": [[-0.04, -0.09, -2.20], [0.87, -0.67, 0.76], [-1.48, -1.94, -1.21], [0.15, 0.52, 1.36], [-0.04, -3.03, -1.17], [-4.06, 2.23, 0.26], [0.17, 1.64, 0.75], [-1.17, -0.97, -2.69], [1.81, -2.02, 3.53], [1.32, 0.96, 0.89], [1.34, -2.00, -0.55], [1.35, 4.78, -0.31], [-0.21, 0.59, 0.58]],
  "nbo_charge": [-0.037, -0.340, -0.636, -0.610, 0.390, -0.312, 0.217, 0.257, 0.259, 0.241, 0.249, 0.198, 0.124]
}



[4]
{
  "formula": "C4H7FS2",
  "method": "wB97M-V/def2-TZVPD",
  "charge": 0,
  "homo_lumo_gap_ev": 9.034,
  "homo_energy_ev": -8.677,
  "species": ["S", "S", "F", "C", "C", "C", "C", "H", "H", "H", "H", "H", "H", "H"],
  "xyz": [[1.884, -1.899, 0.289], [1.196, 1.226, 0.778], [2.829, 0.517, -1.069], [1.660, 0.222, -0.558], [-1.305, 0.448, -0.339], [-0.491, 0.808, 0.835], [-1.721, -0.746, -0.686], [-0.946, 1.731, 1.213], [-1.771, 1.372, -0.728], [-2.523, -0.914, -1.426], [-0.654, 0.080, 1.568], [0.792, 0.132, -1.163], [2.477, -1.370, 1.460], [-1.428, -1.607, -0.175]],
  "atomic_forces_ev_per_a": [[0.34, 2.72, 0.21], [1.67, 1.08, -0.06], [0.43, 0.23, -0.71], [0.12, -2.69, 2.59], [-0.91, 1.93, -0.65], [-1.32, 0.74, 0.63], [-1.47, 0.25, -1.07], [0.05, -0.16, 0.20], [0.27, -0.81, -0.66], [0.66, 0.37, 0.25], [0.06, -1.26, 1.26], [-0.01, -0.54, -1.36], [-0.70, -0.56, -1.39], [0.80, -1.29, 0.74]],
  "nbo_charge": [-0.343, 0.302, -0.312, 0.115, -0.216, -0.615, -0.351, 0.241, 0.205, 0.208, 0.229, 0.193, 0.139, 0.204]
}



[5]
{
  "formula": "C4H7FS2",
  "method": "wB97M-V/def2-TZVPD",
  "smiles": "FCCCSC=S",
  "charge": 0,
  "homo_lumo_gap_ev": 8.571,
  "homo_energy_ev": -8.915,
  "species": ["S", "S", "F", "C", "C", "C", "C", "H", "H", "H", "H", "H", "H", "H"],
  "xyz": [[2.232, 0.391, -2.702], [-0.685, -0.311, -1.896], [-1.339, 0.111, 3.092], [-0.767, -0.085, 0.767], [0.721, -0.168, -2.966], [0.296, -0.053, -0.294], [-0.350, 0.379, 2.202], [-0.992, -1.114, 0.993], [0.491, -0.243, 2.349], [0.411, -0.454, -3.899], [-0.085, 1.471, 2.219], [0.833, -0.998, -0.062], [-1.694, 0.285, 0.377], [0.928, 0.790, -0.180]],
  "atomic_forces_ev_per_a": [[-0.89, -0.49, -0.04], [3.04, 0.61, 0.94], [-0.38, -0.12, 0.48], [-0.83, -0.23, 1.74], [0.25, 0.97, 2.26], [-1.43, -2.26, 0.46], [-0.23, 1.66, -2.88], [-0.30, -0.69, -0.27], [1.20, -0.41, 1.05], [-0.50, -0.69, -2.57], [-0.21, -0.95, 0.26], [0.43, 0.79, -0.97], [-0.63, 0.95, 0.33], [0.49, 0.87, -0.80]],
  "nbo_charge": [0.013, 0.295, -0.350, -0.455, -0.444, -0.495, 0.074, 0.203, 0.153, 0.185, 0.157, 0.224, 0.205, 0.234]
}



[6]
{
  "formula": "C4H7FS2",
  "method": "wB97M-V/def2-TZVPD",
  "charge": 0,
  "homo_lumo_gap_ev": [10.104, 4.492],
  "homo_energy_ev": [-9.803, -7.233],
  "species": ["S", "S", "F", "C", "C", "C", "C", "H", "H", "H", "H", "H", "H", "H"],
  "xyz": [[2.808, 0.372, 0.982], [-1.600, -1.298, 0.514], [-0.836, -2.949, -1.422], [-0.062, 1.557, -1.076], [-0.650, 0.200, 0.903], [-0.893, 1.287, -0.095], [-0.482, -1.986, -0.541], [-0.904, 0.530, 1.874], [0.316, -0.278, 0.805], [-0.096, 2.354, -1.740], [0.545, -1.902, -0.294], [2.630, -0.886, 1.120], [0.886, 1.097, -1.197], [-1.663, 1.902, 0.165]],
  "atomic_forces_ev_per_a": [[0.33, 1.97, -0.21], [-1.72, -0.30, 0.44], [0.00, 0.47, 0.52], [0.59, -0.33, 0.54], [-0.10, -0.72, -1.87], [2.23, -1.31, 0.25], [-0.17, -0.21, -0.61], [-0.03, -0.01, 1.18], [0.76, 0.85, 0.50], [-0.93, 1.58, -1.01], [1.00, -0.30, -0.23], [-0.23, -1.99, 0.25], [0.60, -1.19, 0.11], [-2.33, 1.50, 0.13]],
  "nbo_charge": [-0.087, 0.293, -0.324, -0.362, -0.540, -0.195, -0.035, 0.237, 0.211, 0.197, 0.140, 0.075, 0.192, 0.198]
}



[7]
{
  "formula": "C4H7HgO2",
  "method": "wB97M-V/def2-TZVPD",
  "multiplicity": 2,
  "charge": 0,
  "homo_lumo_gap_ev": [4.850, 8.259],
  "homo_energy_ev": [-5.673, -9.001],
  "species": ["Hg", "O", "O", "C", "C", "C", "C", "H", "H", "H", "H", "H", "H", "H"],
  "xyz": [[4.537, 0.016, -0.202], [2.464, -0.438, 0.079], [-3.408, 0.474, 0.166], [0.097, -0.511, 0.096], [-2.394, -0.410, -0.256], [-1.024, 0.185, -0.158], [1.391, 0.148, 0.015], [-2.592, -0.624, -1.319], [1.364, 1.246, -0.148], [0.077, -1.581, 0.319], [-2.438, -1.370, 0.283], [-3.354, 0.592, 1.120], [6.240, 1.011, 0.355], [-0.958, 1.262, -0.351]],
  "atomic_forces_ev_per_a": [[3.81, 0.99, -0.61], [-3.05, -0.49, 0.94], [-0.09, 0.10, -0.01], [-0.49, -0.06, -0.15], [0.08, -0.27, -0.06], [0.46, -0.02, 0.06], [0.09, 0.22, -0.17], [0.00, 0.07, 0.29], [0.03, -0.24, 0.08], [0.05, 0.30, -0.12], [0.04, 0.18, -0.14], [0.02, -0.03, 0.00], [-0.94, -0.44, -0.09], [-0.02, -0.30, -0.02]],
  "nbo_charge": [0.427, -0.640, -0.700, -0.333, -0.118, -0.086, 0.416, 0.210, 0.132, 0.228, 0.180, 0.470, -0.399, 0.212]
}



[8]
{
  "formula": "C4H7I",
  "method": "wB97M-V/def2-TZVPD",
  "smiles": "CC1=CC1.I",
  "charge": 0,
  "homo_lumo_gap_ev": 9.639,
  "homo_energy_ev": -8.946,
  "species": ["I", "C", "C", "C", "C", "H", "H", "H", "H", "H", "H", "H"],
  "xyz": [[-1.596, 3.275, 1.547], [1.217, -0.321, 0.688], [0.295, -0.577, -0.463], [0.163, -0.989, -1.678], [-1.076, -0.699, -0.935], [-1.511, 0.190, -1.213], [2.176, 0.192, 0.437], [0.610, -1.100, -2.622], [1.408, -1.219, 1.116], [-0.575, 2.484, 2.402], [-1.617, -1.508, -0.664], [0.505, 0.271, 1.385]],
  "atomic_forces_ev_per_a": [[-0.86, 0.66, -0.74], [-2.50, 3.78, -0.73], [2.64, -0.71, -0.19], [1.09, 0.60, 0.49], [1.07, 0.67, -0.58], [-1.90, 1.83, -0.25], [-0.99, -0.22, 0.15], [0.28, -0.41, -0.86], [0.73, -2.72, 1.57], [0.87, -0.67, 0.73], [-2.29, -2.19, 0.97], [1.87, -0.62, -0.56]],
  "nbo_charge": [-0.086, -0.640, 0.043, -0.210, -0.420, 0.173, 0.231, 0.214, 0.225, 0.087, 0.173, 0.211]
}



[9]
{
  "formula": "C4H7IN",
  "method": "wB97M-V/def2-TZVPD",
  "charge": 1,
  "homo_lumo_gap_ev": [8.249, 7.090],
  "homo_energy_ev": [-13.174, -12.520],
  "species": ["I", "N", "C", "C", "C", "C", "H", "H", "H", "H", "H", "H", "H"],
  "xyz": [[-3.955, -0.070, -0.037], [-1.156, 1.109, -0.466], [-0.304, -0.055, -0.610], [1.529, -1.276, 0.064], [0.676, -0.269, 0.296], [-2.264, 0.790, 0.605], [-0.400, -0.839, -1.267], [-0.607, 1.942, -0.178], [1.222, -1.958, -0.704], [-1.554, 1.304, -1.407], [-1.683, 0.514, 1.439], [2.352, -1.443, 0.623], [0.846, 0.470, 0.974]],
  "atomic_forces_ev_per_a": [[-0.15, -0.08, 0.03], [-1.15, -0.09, -0.80], [-0.07, 1.23, 1.59], [-1.79, -0.71, -1.14], [0.12, 0.02, -1.14], [1.35, 0.64, -2.10], [-1.51, -0.97, -2.15], [-0.40, -0.54, -0.12], [0.43, -0.47, -0.26], [-0.09, 0.21, 0.83], [-0.05, -0.43, 1.32], [2.59, -0.60, 1.60], [0.73, 1.80, 2.33]],
  "nbo_charge": [0.396, -0.586, -0.026, -0.208, -0.274, -0.244, 0.230, 0.449, 0.191, 0.454, 0.198, 0.212, 0.208]
}



[10]
{
  "formula": "C4H7IN2",
  "method": "wB97M-V/def2-TZVPD",
  "charge": 0,
  "homo_lumo_gap_ev": 8.988,
  "homo_energy_ev": -8.783,
  "species": ["I", "N", "N", "C", "C", "C", "C", "H", "H", "H", "H", "H", "H", "H"],
  "xyz": [[2.551, 0.585, -0.147], [-0.167, -2.667, -0.482], [-0.256, -2.037, 0.696], [0.063, -0.830, 0.873], [-0.619, 2.413, -0.374], [0.412, 0.210, -0.161], [0.095, 1.581, 0.387], [-0.321, -3.606, -0.295], [-1.062, 3.398, -0.070], [0.363, 1.750, 1.498], [-0.827, 1.935, -1.330], [0.194, -0.018, -1.161], [-0.064, -0.537, 1.896], [-0.361, -2.178, -1.332]],
  "atomic_forces_ev_per_a": [[1.10, -0.77, -0.33], [0.70, 1.48, 0.50], [0.39, -0.41, 0.65], [-0.46, 0.41, -0.91], [-0.23, 0.01, 0.63], [1.34, 0.74, 3.31], [-1.66, 0.35, 1.02], [-0.69, -1.73, -0.85], [0.76, -1.14, -0.45], [-0.37, -0.21, -2.07], [-0.39, 0.93, -0.22], [-0.63, 0.02, -1.22], [0.23, 0.60, 0.38], [-0.09, -0.26, -0.45]],
  "nbo_charge": [0.070, -0.648, -0.203, -0.026, -0.417, -0.368, -0.216, 0.385, 0.222, 0.229, 0.188, 0.226, 0.195, 0.361]
}



[11]
{
  "formula": "C4H7IN2",
  "method": "wB97M-V/def2-TZVPD",
  "multiplicity": 3,
  "charge": 0,
  "homo_lumo_gap_ev": [6.886, 6.134],
  "homo_energy_ev": [-5.992, -8.253],
  "species": ["I", "N", "N", "C", "C", "C", "C", "H", "H", "H", "H", "H", "H", "H"],
  "xyz": [[2.707, -0.112, -0.125], [0.828, 0.275, 0.843], [-0.325, -0.603, 0.236], [-0.966, 0.184, -0.690], [0.331, 1.609, 0.558], [-0.652, 1.473, -0.568], [-0.081, -1.998, 0.123], [0.027, -2.431, 1.119], [-0.934, -2.457, -0.380], [-1.658, -0.280, -1.372], [0.825, -2.209, -0.461], [1.132, 2.322, 0.364], [-1.041, 2.302, -1.121], [-0.193, 1.925, 1.473]],
  "atomic_forces_ev_per_a": [[3.79, -0.78, -1.42], [-6.34, -1.33, -0.67], [3.14, 2.81, 1.43], [-0.19, -0.22, 0.15], [-0.44, -0.21, 0.27], [0.40, 0.15, 0.34], [0.12, -0.77, -0.10], [0.00, 0.00, -0.11], [-0.01, 0.00, 0.10], [-0.14, -0.06, -0.04], [-0.17, 0.04, 0.10], [0.22, -0.21, 0.06], [-0.28, 0.14, -0.10], [-0.11, 0.43, -0.02]],
  "nbo_charge": [-0.071, -0.307, -0.198, -0.026, -0.332, -0.222, -0.431, 0.225, 0.212, 0.225, 0.227, 0.240, 0.229, 0.230]
}



[12]
{
  "formula": "C4H7IN2OS",
  "method": "wB97M-V/def2-TZVPD",
  "charge": 0,
  "homo_lumo_gap_ev": [5.116, 5.227],
  "homo_energy_ev": [-9.048, -9.158],
  "species": ["I", "S", "O", "N", "N", "C", "C", "C", "C", "H", "H", "H", "H", "H", "H", "H"],
  "xyz": [[4.368, -0.154, -0.121], [0.905, -0.280, 0.987], [1.822, -0.026, 2.060], [0.728, -1.672, 0.388], [1.557, 3.307, 0.390], [-0.759, 0.192, 1.544], [1.101, 0.940, -0.355], [0.657, 0.528, -1.690], [1.364, 2.224, 0.028], [1.552, -2.249, 0.368], [0.666, -0.561, -1.742], [-1.454, 0.100, 0.720], [1.288, 0.963, -2.466], [-0.700, 1.210, 1.914], [-0.364, 0.876, -1.875], [-1.024, -0.482, 2.350]],
  "atomic_forces_ev_per_a": [[-1.42, 0.48, -0.27], [-0.87, -1.96, 0.52], [0.06, 0.61, -0.02], [-0.71, 1.17, 0.24], [-0.12, -0.22, -0.11], [0.70, 0.05, -0.45], [1.54, -2.10, 0.01], [0.05, -0.11, -0.36], [0.35, 1.85, 0.52], [0.50, 0.09, -0.02], [0.01, 0.08, -0.04], [-0.13, -0.04, -0.13], [-0.01, 0.05, 0.03], [0.01, 0.17, 0.01], [-0.09, 0.08, 0.05], [0.13, -0.18, 0.02]],
  "nbo_charge": [-0.199, 2.005, -0.906, -1.171, -0.165, -0.831, -0.136, -0.703, 0.146, 0.408, 0.282, 0.239, 0.266, 0.245, 0.254, 0.268]
}



Let's list electronic energy in order: -729.790225 -654.495596 -654.473502 -1052.748825 -1052.793847 -1052.672702 -460.355546 -454.171728 -508.633457 -563.719073 -563.646061 -1037.074081 Ha.